No. 1
Computed, not measured: a structure of composition C15H24Cl3N6O4PtSSeSi, with ωB97M-V with the def2-TZVPD basis set.

The geometry in XYZ format:
```
56
Properties=species:S:1:pos:R:3:nbo_charge:R:1
Pt 0.58 0.05 -0.81 0.708
Se -1.87 -0.79 -0.52 0.323
Cl 1.54 2.56 1.39 -0.309
Cl 0.06 -0.05 2.79 -0.325
Cl 3.08 -0.37 1.58 -0.359
S 3.65 2.13 -4.18 0.392
Si 1.27 0.55 1.29 1.197
O 0.39 -2.60 -0.14 -0.674
O 1.51 -4.56 -0.04 -0.490
O -0.98 1.09 -2.81 -0.429
O -0.28 1.87 -0.95 -0.445
N 2.42 -1.48 -1.43 -0.664
N 1.24 1.08 -4.79 -0.787
N -0.98 2.03 -2.04 0.406
N 2.42 -2.83 -1.09 -0.485
N 2.06 0.96 -2.59 -0.473
N 3.17 1.28 -1.85 -0.313
C 1.36 -3.29 -0.38 0.895
C -3.59 1.88 -0.33 -0.648
C 4.08 1.89 -2.52 0.079
C 5.13 3.27 -0.72 -0.595
C 2.16 1.32 -3.84 0.249
C -4.49 1.24 1.89 -0.242
C -3.64 0.95 0.85 0.025
C -2.88 -1.03 2.12 0.039
C -2.09 -2.29 2.30 -0.665
C 0.42 -5.13 0.72 -0.256
C -5.53 0.77 4.13 -0.643
C 5.37 2.37 -1.92 -0.449
C -3.75 -0.68 3.12 -0.251
C -4.57 0.44 3.03 0.093
C -2.83 -0.22 0.95 -0.237
H -3.64 1.35 -1.28 0.234
H 1.32 1.53 -5.68 0.412
H -6.08 1.69 3.93 0.225
H -5.12 2.12 1.82 0.219
H 0.30 0.86 -4.48 0.432
H 5.94 2.89 -2.69 0.226
H -1.55 -2.26 3.25 0.228
H -6.25 -0.04 4.26 0.237
H -3.82 -1.31 4.01 0.217
H 4.57 4.16 -1.00 0.215
H 3.14 -0.98 -0.90 0.410
H 0.71 -6.15 0.90 0.213
H -1.37 -2.47 1.50 0.246
H 0.30 -4.58 1.65 0.198
H 6.08 3.59 -0.29 0.226
H 4.57 2.75 0.05 0.221
H -5.00 0.89 5.08 0.235
H -2.77 -3.15 2.33 0.232
H -2.65 2.44 -0.32 0.237
H 5.95 1.49 -1.63 0.235
H -0.50 -5.08 0.14 0.202
H 2.57 -1.35 -2.42 0.397
H -4.41 2.59 -0.28 0.227
H 3.26 -3.39 -1.18 0.411
```

The total charge is +1. For the molar mass, the calculation gives 792.9 g mol⁻¹. The calculation puts the total energy at -157943.64874 eV. Its multiplicity is 1.

=====

No. 2
Computed, not measured: a structure of composition C15H24CsN4S, with ωB97M-V with the def2-TZVPD basis set.

The geometry in XYZ format:
```
45
Properties=species:S:1:pos:R:3:nbo_charge:R:1
Cs 3.68 -14.21 -3.99 0.955
S 0.83 -14.18 -5.98 -0.325
N 2.48 -12.31 -7.14 -0.496
N 0.67 -13.03 -8.37 -0.521
N 3.18 -15.99 -1.58 -0.875
N 0.95 -13.80 -2.43 -0.875
C 4.96 -16.24 -7.25 -0.198
C 5.65 -14.01 -8.21 -0.639
C 5.06 -17.21 -6.28 -0.011
C 0.97 -12.19 -9.43 0.130
C 1.39 -13.08 -7.19 0.276
C 7.87 -15.91 -4.13 -0.636
C 6.68 -14.94 -6.09 -0.261
C 4.14 -18.40 -6.35 -0.637
C 2.05 -11.36 -9.32 -0.341
C 1.23 -14.50 -1.17 -0.236
C 1.71 -15.94 -1.43 -0.238
C 6.84 -15.97 -5.18 -0.005
C 5.95 -17.06 -5.21 -0.253
C 5.76 -15.11 -7.18 -0.005
C 2.80 -11.51 -8.16 0.147
H 6.38 -13.22 -8.02 0.219
H 1.20 -16.44 -2.28 0.203
H 2.02 -13.94 -0.64 0.187
H 5.94 -17.82 -4.43 0.214
H 0.02 -14.00 -2.78 0.379
H 4.16 -18.81 -7.37 0.228
H 3.58 -15.59 -0.73 0.361
H 7.93 -16.88 -3.64 0.224
H 2.33 -10.67 -10.09 0.254
H 3.71 -10.96 -8.04 0.212
H 0.37 -14.53 -0.48 0.194
H 4.62 -13.59 -8.21 0.213
H 4.24 -16.35 -8.12 0.211
H 1.40 -16.52 -0.53 0.183
H -0.17 -13.61 -8.38 0.448
H 3.45 -16.97 -1.57 0.372
H 5.83 -14.40 -9.25 0.231
H 3.09 -18.13 -6.17 0.223
H 0.99 -12.77 -2.29 0.367
H 0.30 -12.27 -10.28 0.239
H 7.32 -14.05 -5.99 0.216
H 7.64 -15.14 -3.37 0.214
H 4.45 -19.21 -5.68 0.221
H 8.87 -15.63 -4.54 0.234
```

The total charge is +1. For the molar mass, the calculation gives 425.4 g mol⁻¹. The calculation puts the total energy at -33283.92630 eV. Its multiplicity is 1.

=====

No. 3
Computed, not measured: an isolated molecule of C15H24N4O3, with ωB97M-V with the def2-TZVPD basis set.

The geometry in XYZ format:
```
46
Properties=species:S:1:pos:R:3:nbo_charge:R:1
O -2.26 -1.96 -0.58 -0.583
O -3.81 -1.71 3.67 -0.566
O 3.26 1.43 1.33 -0.637
N 0.39 1.34 -0.47 -0.450
N 3.22 0.63 -0.77 -0.430
N -2.88 -2.07 1.62 -0.473
N -2.41 0.98 0.39 -0.434
C 4.22 -1.29 -1.65 -0.408
C -3.41 -0.07 0.50 -0.135
C -3.61 -1.35 2.55 0.700
C 2.68 0.48 -2.10 -0.216
C -0.74 2.08 -1.00 -0.223
C 4.35 -0.25 -0.54 -0.212
C -1.99 1.21 -0.98 -0.236
C -2.79 -1.46 0.39 0.686
C -2.30 -3.36 1.91 -0.424
C 2.74 1.40 0.22 0.672
C -1.28 0.89 1.31 -0.251
C 1.49 2.21 -0.11 -0.302
C -4.09 -0.08 1.87 -0.512
C 3.66 -0.47 -2.80 -0.408
C 0.00 0.42 0.60 -0.249
H -4.12 0.09 -0.31 0.230
H 1.68 0.05 -2.05 0.218
H 4.46 0.11 -3.27 0.201
H -2.88 -3.82 2.71 0.234
H -3.84 0.80 2.46 0.254
H 1.27 2.84 0.76 0.195
H 0.81 0.33 1.32 0.224
H -0.51 2.36 -2.03 0.204
H -1.10 1.88 1.73 0.199
H 1.70 2.86 -0.96 0.211
H 3.17 -1.07 -3.56 0.218
H -5.18 -0.13 1.79 0.249
H -0.94 3.00 -0.43 0.171
H 5.29 0.31 -0.63 0.190
H -2.81 1.72 -1.50 0.204
H -2.34 -3.97 1.01 0.229
H 4.30 -0.67 0.47 0.226
H -0.17 -0.57 0.16 0.201
H 5.17 -1.76 -1.89 0.218
H -1.50 0.22 2.14 0.205
H -1.77 0.27 -1.51 0.201
H -1.26 -3.25 2.23 0.210
H 2.61 1.45 -2.61 0.195
H 3.51 -2.06 -1.36 0.203
```

The structure (SMILES) is CN1C(=O)C[C@@H](N2CCN(CC(=O)N3CCCC3)CC2)C1=O. For the molar mass, the calculation gives 308.4 g mol⁻¹. The calculation puts the total energy at -28048.32265 eV. Its multiplicity is 1.

=====

No. 4
Computed, not measured: a structure of composition C15H24N4OP2Tl, with ωB97M-V with the def2-TZVPD basis set.

The geometry in XYZ format:
```
47
Properties=species:S:1:pos:R:3:mulliken_spin:R:1
Tl -0.71 0.66 0.35 0.292
P -2.62 -2.13 0.50 0.119
P 0.31 3.64 0.02 0.213
O -2.11 -0.46 -2.17 -0.301
N 0.12 0.27 3.08 0.098
N 0.56 -1.50 -0.69 0.008
N 1.81 0.96 -0.92 0.472
N 3.84 -1.17 5.82 0.002
C 2.83 -0.75 5.40 0.000
C -1.57 -2.61 -0.92 -0.585
C 2.02 -1.53 -0.64 0.042
C 1.29 -0.18 3.54 -0.003
C 1.74 3.39 -1.01 0.537
C -0.57 0.77 5.31 0.002
C -0.11 -2.59 -0.70 0.052
C 2.29 2.12 -1.28 -0.055
C 2.60 -0.24 -1.23 -0.074
C 0.61 0.24 5.82 -0.004
C 1.57 -0.23 4.92 0.007
C -1.15 0.09 -3.07 0.036
C -0.81 0.73 3.92 0.005
C -0.99 -0.75 -4.30 0.001
C -1.58 1.50 -3.47 -0.035
H -3.83 -2.15 -0.27 0.003
H 2.39 -1.64 0.40 -0.007
H 3.65 -0.14 -0.87 0.018
H 2.66 -0.39 -2.35 0.027
H 2.40 -2.38 -1.25 0.000
H -1.33 1.21 5.94 0.002
H -0.22 0.15 -2.49 -0.007
H -1.91 -1.50 -1.78 0.030
H 0.94 4.40 1.06 0.053
H -1.97 -1.04 -4.70 0.002
H -2.65 1.52 -3.75 -0.002
H -2.92 -3.42 1.12 -0.025
H 2.28 4.23 -1.43 0.023
H 2.03 -0.53 2.81 0.002
H -1.85 -3.58 -1.35 0.003
H -1.75 1.09 3.47 -0.004
H 3.24 2.18 -1.87 0.015
H 0.80 0.18 6.89 0.000
H -1.04 1.85 -4.36 -0.002
H -0.41 -1.66 -4.12 -0.002
H 0.39 -3.57 -0.56 0.001
H -0.51 -0.17 -5.09 0.001
H -1.38 2.23 -2.67 0.003
H -0.28 4.70 -0.75 0.038
```

The total charge is +2. For the molar mass, the calculation gives 542.7 g mol⁻¹. The calculation puts the total energy at -47200.83745 eV. Its multiplicity is 2.